Computed, not measured: 4 unconnected molecules or ions with the total composition CH9O3S, with ωB97M-V with the def2-TZVPD basis set.

Values from the calculation:
**Total charge**: -1
**Calculated total energy**: -667.45745 Eh
**2S+1**: 1
**HOMO-LUMO gap**: 7.45 eV
**E_HOMO**: -3.44 eV
**Relative energy (zero: lowest compared OMol25 entry of this formula, charge and spin)**: 32.0 kJ/mol

Last column: Mulliken charge in e.
Geometry (Å):
C: 2.112 -0.186 0.706  -0.7257
S: 1.631 0.677 -0.824  -0.6855
H: 2.378 -1.218 0.462  0.2133
H: 1.359 -0.308 1.497  0.2253
H: 2.945 0.331 1.186  0.2393
H: -0.307 1.518 -0.277  0.2345
H: -0.785 1.364 1.174  0.3055
O: -0.947 1.901 0.395  -0.7127
H: -1.105 -0.508 -1.904  0.3115
H: 0.283 -0.869 -1.516  0.2049
O: -0.642 -1.258 -1.506  -0.6767
H: -2.178 -1.188 -0.146  0.3751
H: -2.146 0.297 0.294  0.3938
O: -2.599 -0.554 0.460  -0.7025

Force components x, y, z for each atom (eV/Å):
-0.1 -0.3 0.2
0.2 0.1 -0.2
0.4 0.1 0.1
-0.3 0.4 -0.3
0.2 -0.2 -0.1
0.1 0.3 0.8
0.3 0.0 0.1
-0.4 -0.2 -0.6
-0.1 -0.2 0.1
-0.4 -0.1 0.5
0.2 0.2 -0.7
0.2 0.5 0.3
-0.1 -0.4 -0.1
-0.2 0.0 -0.1

=====

Computed, not measured: a molecular structure, C18H47F3N4O9SV, with ωB97M-V with the def2-TZVPD basis set.

Values from the calculation:
**Calculated total energy**: -3252.00226 Eh
**2S+1**: 2
**HOMO-LUMO gap (alpha / beta)**: 8.40 / 8.40 eV
**E_HOMO (alpha / beta)**: -8.39 / -8.39 eV
**Relative energy (zero: lowest compared OMol25 entry of this formula, charge and spin)**: 0.0 kJ/mol
**<S²>**: 0.77

Last column: Mulliken spin population.
Geometry (Å):
O: -0.840 -0.063 0.390  -0.1815
V: -1.366 1.212 1.125  1.1494
C: 2.629 3.185 -0.087  -0.0007
F: 1.856 4.280 0.043  0.0000
F: 2.441 2.694 -1.316  0.0001
F: 3.890 3.521 0.060  0.0000
S: 2.130 1.935 1.183  0.0039
O: 2.571 2.435 2.454  0.0004
O: 0.666 1.874 1.108  -0.0100
O: 2.776 0.729 0.714  0.0000
C: -4.628 1.157 0.728  -0.0005
O: -3.384 0.896 1.259  0.0187
H: -5.334 0.320 0.789  -0.0001
H: -5.059 2.036 1.233  0.0004
H: -4.552 1.389 -0.350  0.0011
C: -2.178 5.555 0.840  0.0000
C: -2.238 4.046 0.602  -0.0056
C: -1.403 3.632 -0.585  0.0078
O: -1.525 2.223 -0.795  0.0045
C: -1.222 1.857 -2.119  0.0016
N: -1.724 3.377 1.837  0.0047
H: -2.533 6.119 -0.031  0.0000
H: -1.161 5.921 0.984  -0.0001
H: -2.857 5.795 1.656  0.0000
H: -3.262 3.721 0.422  -0.0023
H: -0.347 3.910 -0.554  0.0007
H: -1.869 4.155 -1.428  0.0000
H: -1.944 2.134 -2.889  0.0016
H: -1.148 0.768 -2.194  -0.0009
H: -0.201 2.173 -2.370  0.0000
H: -0.847 3.814 2.120  0.0011
H: -2.369 3.558 2.601  0.0007
C: 4.168 -2.261 -0.762  0.0000
C: 2.650 -2.326 -0.938  0.0001
C: 1.939 -2.652 0.361  -0.0006
O: 2.256 -3.953 0.805  0.0000
C: 1.673 -4.200 2.031  0.0000
N: 2.092 -1.064 -1.426  0.0003
H: 4.373 -1.487 -0.017  0.0000
H: 4.659 -2.039 -1.706  0.0000
H: 4.519 -3.203 -0.334  0.0000
H: 2.420 -3.171 -1.604  0.0000
H: 0.864 -2.438 0.399  -0.0002
H: 2.359 -1.916 1.081  0.0002
H: 1.798 -5.232 2.358  0.0000
H: 0.580 -4.058 2.046  0.0000
H: 2.082 -3.529 2.800  0.0000
H: 2.694 -0.634 -2.125  0.0000
H: 2.173 -0.390 -0.641  0.0003
C: 1.160 -0.574 3.723  0.0012
C: -0.345 -0.741 3.629  0.0034
C: -0.975 -1.232 4.893  0.0005
O: -2.359 -1.339 4.686  -0.0004
C: -3.009 -2.126 5.651  0.0000
N: -0.969 0.556 3.165  -0.0093
H: 1.617 -0.589 2.738  -0.0005
H: 1.563 -1.461 4.234  0.0001
H: 1.528 0.235 4.356  0.0000
H: -0.538 -1.414 2.790  -0.0030
H: -0.819 -0.510 5.713  0.0003
H: -0.561 -2.192 5.216  0.0001
H: -2.903 -1.723 6.665  0.0000
H: -2.539 -3.123 5.676  0.0000
H: -4.044 -2.278 5.365  0.0000
H: -0.606 1.250 3.837  0.0042
H: -1.911 0.552 3.601  0.0080
C: -0.793 -3.167 -5.001  0.0000
C: 0.194 -2.305 -4.256  0.0000
C: 0.754 -1.076 -4.909  0.0000
O: 1.559 -1.418 -6.026  0.0000
C: 1.788 -0.358 -6.914  0.0000
N: -0.327 -1.950 -2.899  -0.0001
H: -0.575 -3.317 -6.063  0.0000
H: -1.751 -2.631 -5.064  0.0000
H: -0.931 -4.154 -4.567  0.0000
H: 1.047 -2.979 -4.038  0.0000
H: 1.272 -0.433 -4.188  0.0000
H: -0.073 -0.481 -5.347  0.0000
H: 0.958 -0.311 -7.638  0.0000
H: 2.658 -0.567 -7.538  0.0000
H: 1.910 0.604 -6.409  0.0000
H: 0.482 -1.735 -2.286  0.0006
H: -0.725 -2.820 -2.553  -0.0001

Force components x, y, z for each atom (eV/Å):
-0.3 0.0 0.4
-1.3 -2.0 -0.9
-0.8 -0.4 0.3
0.2 0.2 -0.1
0.0 0.1 0.0
0.4 0.2 0.0
0.2 -1.0 0.8
0.1 0.4 -0.2
-0.2 0.9 -0.4
-0.1 0.5 0.1
0.5 0.7 -0.6
2.5 0.0 0.8
0.1 -0.1 0.3
-0.4 -0.1 -0.1
-0.2 0.1 0.0
-0.6 0.2 -1.1
1.0 0.5 0.9
-0.7 0.3 -0.7
-0.7 0.9 0.7
1.3 -1.7 -0.7
0.0 -0.2 -0.2
-0.1 -0.2 0.0
0.0 -0.2 0.4
0.3 0.2 0.2
0.0 -0.1 0.2
-0.1 0.0 0.3
0.2 -0.1 -0.2
-0.2 0.6 0.4
-0.2 -0.1 0.4
-0.3 0.4 -0.1
0.0 0.0 -0.2
-0.1 -0.3 -0.1
-0.6 -0.2 0.8
0.0 -0.6 -0.5
0.9 1.1 1.1
-0.1 -0.1 -0.8
-0.7 -0.1 1.2
0.2 0.7 0.6
0.2 0.1 -0.2
0.1 0.0 0.0
0.2 0.0 -0.3
-0.1 0.4 -0.3
-0.1 -0.3 -0.6
-0.1 -0.2 0.1
0.5 0.0 -0.3
0.0 0.2 -0.3
0.1 -0.1 0.1
0.1 -0.4 -0.1
-0.3 -0.5 -0.6
0.4 -1.1 0.6
0.5 0.6 -1.5
-0.4 0.3 0.6
-0.5 0.0 -0.3
0.6 -0.8 0.2
-1.2 0.5 2.4
0.0 0.5 0.0
-0.1 0.0 -0.2
-0.3 0.4 -0.3
-0.2 -0.3 0.3
0.3 -0.1 0.0
0.2 0.0 -0.2
-0.2 0.2 -0.1
-0.1 0.0 0.0
-0.1 0.3 0.0
0.7 0.2 -0.9
-0.1 -0.6 -1.0
-1.0 0.9 -1.2
1.4 -1.3 1.9
-1.2 0.7 -1.5
0.8 -0.5 0.5
-0.5 -0.1 -0.6
0.0 -0.2 -0.6
0.6 0.0 0.2
-0.1 -0.3 0.4
0.0 0.1 0.3
0.2 0.3 -0.6
0.2 -0.2 0.0
-0.1 0.0 0.6
-0.1 0.4 0.3
0.2 -0.1 0.4
0.0 0.0 0.0
-0.6 0.2 -0.3
-0.2 0.3 0.2